(1)
ORCA calculation (ωB97M-V/def2-TZVPD) on 10 unconnected molecules or ions with the total composition C40H110N10O10 at a distorted geometry.

Geometry as XYZ:
```
170
C40H110N10O10 | the Open Molecules 2025 dataset | ωB97M-V/def2-TZVPD
C -2.310 -1.501 -3.410
C -3.490 -2.351 -4.000
C -3.051 -3.673 -4.586
O -4.179 -4.155 -5.402
C -4.333 -3.500 -6.712
N -4.396 -2.356 -2.868
H -1.815 -2.025 -2.593
H -2.738 -0.573 -3.030
H -1.565 -1.173 -4.135
H -3.866 -1.700 -4.790
H -2.935 -4.424 -3.805
H -2.157 -3.708 -5.210
H -3.422 -3.614 -7.299
H -4.609 -2.445 -6.735
H -5.062 -3.946 -7.388
H -5.241 -2.726 -3.279
H -4.094 -2.979 -2.133
C -5.322 1.354 -0.621
C -6.278 1.018 -1.746
C -7.220 2.196 -2.143
O -8.289 1.619 -2.910
C -9.217 2.560 -3.487
N -5.398 0.607 -2.795
H -4.625 2.142 -0.906
H -4.718 0.532 -0.238
H -5.788 1.756 0.278
H -6.943 0.206 -1.453
H -6.615 2.873 -2.746
H -7.636 2.746 -1.299
H -9.741 3.160 -2.743
H -9.920 2.074 -4.164
H -8.616 3.255 -4.074
H -5.984 0.075 -3.423
H -4.808 -0.072 -2.337
C 6.951 -0.518 -0.514
C 6.977 -1.669 -1.387
C 5.798 -1.849 -2.391
O 4.525 -1.761 -1.809
C 4.331 -2.696 -0.762
N 8.186 -1.760 -2.142
H 6.127 -0.592 0.196
H 6.767 0.413 -1.051
H 7.888 -0.413 0.032
H 7.016 -2.592 -0.808
H 5.892 -2.798 -2.919
H 5.957 -1.107 -3.173
H 5.085 -2.563 0.014
H 4.334 -3.746 -1.055
H 3.318 -2.510 -0.405
H 8.295 -0.951 -2.737
H 8.934 -1.645 -1.474
C -4.233 -4.719 -0.142
C -2.955 -5.460 -0.538
C -3.184 -6.709 -1.440
O -3.930 -7.725 -0.712
C -3.808 -9.021 -1.201
N -2.063 -4.457 -1.214
H -4.894 -4.616 -1.003
H -4.090 -3.724 0.278
H -4.721 -5.314 0.630
H -2.466 -5.861 0.349
H -2.248 -7.127 -1.811
H -3.751 -6.636 -2.368
H -4.449 -9.681 -0.617
H -2.843 -9.529 -1.182
H -4.263 -9.219 -2.171
H -1.334 -4.932 -1.726
H -1.665 -3.895 -0.475
C -1.527 -3.178 4.156
C -1.713 -4.412 3.226
C -0.557 -4.617 2.202
O -0.495 -3.572 1.216
C 0.679 -3.811 0.461
N -1.883 -5.584 4.104
H -0.621 -3.259 4.756
H -2.380 -3.151 4.834
H -1.643 -2.241 3.612
H -2.639 -4.173 2.703
H -0.681 -5.591 1.727
H 0.407 -4.736 2.696
H 0.644 -3.063 -0.331
H 0.672 -4.810 0.025
H 1.610 -3.660 1.007
H -2.056 -6.460 3.632
H -2.729 -5.490 4.648
C 1.158 5.249 -4.905
C 0.149 4.068 -4.878
C 0.463 3.005 -3.797
O 1.718 2.385 -4.116
C 2.225 1.547 -3.082
N -1.243 4.507 -4.710
H 2.056 4.798 -5.327
H 1.382 5.696 -3.937
H 0.840 6.027 -5.598
H 0.201 3.468 -5.787
H -0.278 2.208 -3.738
H 0.460 3.443 -2.798
H 3.069 1.031 -3.540
H 1.553 0.753 -2.754
H 2.663 2.126 -2.269
H -1.516 4.815 -5.632
H -1.730 3.646 -4.508
C -3.661 3.024 4.697
C -3.008 1.687 4.319
C -2.491 0.835 5.559
O -1.515 1.550 6.306
C -0.294 1.645 5.643
N -4.019 0.975 3.629
H -4.703 2.905 4.993
H -3.809 3.640 3.810
H -3.024 3.566 5.396
H -2.143 1.872 3.682
H -2.082 -0.121 5.231
H -3.337 0.615 6.210
H -0.182 2.058 4.640
H 0.199 0.683 5.779
H 0.226 2.410 6.219
H -4.791 0.772 4.247
H -3.690 0.079 3.300
C 6.536 -0.356 3.535
C 6.555 1.080 4.034
C 5.268 1.447 4.895
O 4.117 1.604 4.055
C 3.054 2.471 4.382
N 7.692 1.191 4.909
H 6.334 -1.143 4.261
H 7.446 -0.552 2.967
H 5.679 -0.510 2.879
H 6.736 1.787 3.225
H 5.476 2.371 5.435
H 5.037 0.613 5.557
H 3.419 3.498 4.393
H 2.656 2.249 5.373
H 2.284 2.490 3.612
H 7.515 1.692 5.768
H 7.932 0.266 5.238
C 3.936 8.949 1.172
C 4.901 7.810 1.017
C 4.095 6.525 0.826
O 4.948 5.367 0.951
C 4.207 4.182 0.908
N 5.850 8.131 -0.093
H 4.389 9.939 1.129
H 3.397 8.944 2.119
H 3.223 8.961 0.348
H 5.366 7.715 1.999
H 3.653 6.477 -0.169
H 3.331 6.482 1.602
H 4.811 3.312 1.164
H 3.695 4.045 -0.044
H 3.468 4.119 1.707
H 5.297 8.201 -0.935
H 6.390 7.289 -0.237
C -1.276 1.223 -0.460
C -0.801 -0.087 0.139
C 0.460 0.113 0.951
O 1.448 0.548 0.057
C 2.756 0.343 0.586
N -1.897 -0.652 1.035
H -1.461 1.962 0.320
H -2.198 1.100 -1.028
H -0.508 1.668 -1.092
H -0.632 -0.819 -0.651
H 0.769 -0.779 1.495
H 0.402 0.852 1.751
H 3.429 0.933 -0.036
H 3.138 -0.677 0.635
H 2.995 0.997 1.425
H -2.720 -0.829 0.477
H -1.624 -1.567 1.365
```

The spin multiplicity is 2. As for the lowest unoccupied orbital energy (spin up / spin down): -0.0945 / -0.3015 Ha. For the energy above the lowest of the compared OMol25 structures with the same formula, charge and spin, the calculation gives 139.1 kJ/mol. As for the total charge: +1. As for the orbital gap (spin up / spin down): 8.036 / 2.404 eV.



(2)
ORCA calculation (ωB97M-V/def2-TZVPD) on 10 unconnected molecules or ions with the total composition C40H110N10O10 at a distorted geometry.

Geometry as XYZ:
```
170
C40H110N10O10 | the Open Molecules 2025 dataset | ωB97M-V/def2-TZVPD
C -9.630 1.536 0.075
C -8.148 1.326 -0.436
C -7.550 0.028 0.117
O -7.683 0.065 1.535
C -6.711 0.907 2.226
N -8.319 1.380 -1.856
H -9.956 2.565 -0.076
H -9.798 1.281 1.121
H -10.378 0.932 -0.439
H -7.512 2.132 -0.069
H -6.537 -0.189 -0.222
H -8.085 -0.800 -0.348
H -6.816 1.958 1.957
H -5.715 0.534 1.986
H -6.838 0.787 3.302
H -9.136 1.920 -2.104
H -8.601 0.458 -2.158
C 0.148 4.289 1.972
C -0.798 4.712 3.114
C -1.239 3.509 4.000
O -2.029 2.508 3.314
C -1.995 1.255 3.954
N -0.204 5.731 3.941
H 0.728 3.405 2.237
H 0.722 5.148 1.625
H -0.504 3.998 1.149
H -1.700 5.135 2.672
H -1.922 3.792 4.801
H -0.372 3.049 4.475
H -2.425 1.212 4.955
H -1.000 0.811 3.963
H -2.624 0.509 3.468
H -0.886 6.065 4.607
H -0.099 6.554 3.365
C 2.980 2.165 -3.494
C 2.284 2.882 -2.342
C 0.827 3.222 -2.533
O 0.249 3.924 -1.375
C -1.012 4.518 -1.663
N 2.485 2.174 -1.117
H 4.012 1.885 -3.284
H 2.927 2.762 -4.404
H 2.412 1.262 -3.717
H 2.790 3.836 -2.190
H 0.189 2.369 -2.761
H 0.623 3.919 -3.346
H -0.964 5.105 -2.580
H -1.261 5.176 -0.830
H -1.813 3.794 -1.813
H 1.803 2.712 -0.603
H 1.996 1.297 -1.227
C -2.145 -3.478 -0.778
C -3.227 -2.616 -1.578
C -4.379 -2.051 -0.707
O -4.997 -3.183 -0.022
C -5.936 -2.872 0.968
N -2.454 -1.518 -2.170
H -1.845 -2.992 0.151
H -1.230 -3.533 -1.369
H -2.539 -4.447 -0.471
H -3.607 -3.314 -2.324
H -5.128 -1.580 -1.344
H -4.029 -1.228 -0.083
H -6.940 -2.777 0.553
H -5.578 -2.094 1.642
H -6.082 -3.811 1.503
H -2.342 -0.924 -1.361
H -3.034 -0.943 -2.764
C 5.749 0.181 0.520
C 6.160 0.546 -0.897
C 5.785 -0.589 -1.887
O 6.631 -1.749 -1.641
C 6.380 -2.833 -2.518
N 5.556 1.851 -1.192
H 6.141 0.864 1.273
H 6.173 -0.752 0.892
H 4.682 -0.011 0.638
H 7.248 0.590 -0.848
H 5.890 -0.171 -2.888
H 4.718 -0.787 -1.783
H 6.931 -3.749 -2.301
H 6.622 -2.641 -3.564
H 5.330 -3.125 -2.512
H 4.580 1.617 -1.081
H 5.661 2.564 -0.484
C 6.678 -6.269 -0.766
C 5.772 -7.058 0.275
C 4.706 -6.122 0.836
O 5.111 -4.841 1.327
C 4.021 -4.206 1.983
N 5.293 -8.178 -0.436
H 7.034 -5.319 -0.369
H 6.170 -5.970 -1.683
H 7.539 -6.874 -1.051
H 6.401 -7.392 1.100
H 4.214 -6.688 1.627
H 3.929 -5.950 0.092
H 4.378 -3.404 2.629
H 3.527 -4.897 2.666
H 3.360 -3.729 1.260
H 4.846 -7.849 -1.279
H 4.446 -8.606 -0.089
C -6.080 3.660 -1.751
C -6.665 4.709 -0.859
C -5.678 5.075 0.318
O -5.519 3.996 1.271
C -4.320 4.211 2.046
N -7.097 5.904 -1.588
H -5.757 2.819 -1.138
H -5.137 3.995 -2.182
H -6.751 3.390 -2.566
H -7.604 4.325 -0.461
H -6.106 5.940 0.825
H -4.676 5.334 -0.026
H -3.445 4.320 1.406
H -4.049 3.322 2.617
H -4.408 5.077 2.702
H -7.766 6.552 -1.195
H -7.595 5.597 -2.412
C 1.636 -0.784 0.834
C 0.292 -0.601 0.102
C -0.715 0.384 0.765
O -1.931 0.464 0.052
C -2.906 1.316 0.629
N 0.667 -0.027 -1.212
H 2.265 -1.461 0.255
H 1.314 -1.241 1.769
H 2.134 0.137 1.137
H -0.167 -1.583 -0.005
H -0.283 1.376 0.897
H -0.988 0.062 1.770
H -3.669 1.442 -0.140
H -2.637 2.315 0.973
H -3.347 0.793 1.477
H 1.125 -0.661 -1.851
H -0.202 0.082 -1.715
C 6.875 -0.503 4.239
C 5.638 -0.873 5.031
C 4.348 -0.377 4.360
O 4.468 1.024 4.184
C 3.506 1.616 3.291
N 5.656 -2.308 5.152
H 7.755 -1.135 4.360
H 7.115 0.520 4.531
H 6.519 -0.437 3.211
H 5.651 -0.449 6.034
H 3.478 -0.685 4.940
H 4.163 -0.913 3.430
H 3.753 1.457 2.241
H 3.412 2.698 3.387
H 2.509 1.197 3.424
H 6.254 -2.600 5.911
H 6.126 -2.662 4.331
C 0.221 -3.651 -4.952
C 0.901 -2.842 -3.796
C 2.403 -2.610 -4.057
O 3.150 -3.846 -3.941
C 4.160 -3.999 -4.932
N 0.160 -1.592 -3.649
H -0.746 -3.951 -4.547
H 0.744 -4.584 -5.162
H 0.184 -3.138 -5.913
H 0.707 -3.225 -2.794
H 2.836 -1.910 -3.344
H 2.595 -2.020 -4.953
H 4.815 -4.843 -4.715
H 4.771 -3.096 -4.914
H 3.637 -4.120 -5.881
H -0.777 -1.723 -3.297
H -0.003 -1.263 -4.590
```

The spin multiplicity is 2. As for the lowest unoccupied orbital energy (spin up / spin down): -0.0641 / -0.2756 Ha. For the energy above the lowest of the compared OMol25 structures with the same formula, charge and spin, the calculation gives 141.8 kJ/mol. As for the total charge: +1. As for the orbital gap (spin up / spin down): 8.983 / 3.228 eV.